C32H29I2N7OSSe4Tl | ωB97M-V/def2-TZVPD

```
77
Properties=species:S:1:pos:R:3:forces:R:3:mulliken_charge:R:1
Tl 7.905171 15.324625 12.984891 -0.3 0.0 0.5 1.26
I 9.932640 14.444559 20.922906 -0.3 0.2 -0.3 -0.03
I 12.167826 13.913614 15.398181 -0.5 0.5 0.5 -0.03
Se 4.969499 17.647077 12.597304 0.1 -0.3 0.4 -0.28
Se 8.632226 17.649377 12.037163 -0.4 -0.1 0.1 -0.28
Se 6.570704 17.986661 10.965622 0.2 -0.1 -0.3 -0.17
Se 5.200726 15.348983 13.121773 0.3 0.2 -0.3 -0.39
S 8.766816 11.892835 15.528016 0.1 0.2 -0.3 -0.03
O 9.195126 14.815479 14.724954 0.6 0.4 1.8 -0.48
N 7.738871 12.044344 12.802543 0.6 0.6 -0.3 -0.74
N 8.379904 9.417303 14.136763 -0.4 -0.5 0.7 -0.07
N 12.247085 16.854775 11.139147 0.0 0.2 1.3 -0.46
N 10.288129 18.300748 14.942167 -0.5 -0.3 1.8 -0.20
N 7.221647 17.095934 15.382186 2.0 0.2 0.4 0.37
N 8.227630 13.196061 12.234100 -0.2 0.8 0.2 0.67
N 7.769128 10.534264 14.567572 -1.4 0.3 1.7 -0.55
C 12.237860 15.203432 9.336703 0.1 2.2 4.1 -0.59
C 10.626990 14.665785 16.691265 -1.2 -0.6 -1.9 0.06
C 11.535332 12.824164 9.549822 1.3 1.4 0.2 -1.05
C 12.533642 16.483046 9.929815 0.1 -0.6 -2.9 -0.46
C 12.149345 18.178323 16.406720 2.4 -0.5 0.4 -0.47
C 8.495425 15.288523 18.331509 -0.9 0.5 -1.1 -0.36
C 9.968187 18.178878 17.323295 -1.7 0.4 1.8 -0.12
C 7.889497 13.189820 7.955184 -0.5 -0.6 2.5 -0.81
C 10.767789 14.492203 18.053937 -1.1 1.0 -0.6 -0.40
C 11.762712 14.217886 10.193238 -1.1 -0.8 -1.0 0.41
C 10.813341 9.536118 11.455479 3.4 -0.2 -0.5 -0.69
C 9.676883 9.579601 12.165295 -1.5 0.0 1.5 0.20
C 11.694860 15.927900 11.919925 0.1 -1.7 0.2 0.41
C 10.850977 9.467827 14.273945 0.5 -0.3 1.5 0.04
C 11.357530 18.146170 17.508494 -2.1 0.2 -0.6 -0.49
C 8.305592 15.437655 16.963619 1.3 0.5 -1.3 0.57
C 9.359923 15.000545 16.030440 -0.3 -0.3 0.5 0.19
C 8.073069 13.173640 10.878179 1.4 1.5 -2.5 0.63
C 7.530806 12.061635 8.766658 0.4 1.1 -2.6 -0.74
C 7.708355 12.035215 10.124131 -0.8 -0.3 1.0 -0.56
C 8.048987 11.714732 13.966856 -0.1 0.4 -0.4 0.62
C 8.308190 14.308063 8.666684 1.0 -1.0 0.2 -1.01
C 7.046617 16.141140 16.450333 -1.1 -0.9 0.8 -1.57
C 7.911516 18.359743 15.720764 1.4 -0.9 -0.1 -1.32
C 12.072376 9.373299 13.588436 -1.2 0.8 -1.1 -0.80
C 9.663303 9.492902 13.585387 1.2 -0.2 -1.8 -0.53
C 9.651714 14.774269 18.834507 1.4 -0.4 1.3 -0.46
C 11.432521 14.597420 11.504911 1.0 1.2 1.2 0.51
C 9.416697 18.277400 16.044584 2.2 -0.8 -1.7 0.54
C 11.632239 18.207519 15.154864 -3.3 0.5 -1.0 -0.49
C 8.498959 14.304819 10.046240 -0.7 0.2 0.6 0.43
C 12.056787 9.427031 12.207325 -1.1 -0.3 -0.2 -0.29
H 6.369703 16.542846 17.297070 1.3 -0.4 -0.6 0.27
H 7.460802 18.803073 16.586459 -0.6 0.7 0.5 0.39
H 7.675120 15.673837 18.921398 0.1 -0.2 0.5 0.46
H 10.886613 9.509696 15.379102 -0.3 -0.1 -0.7 0.33
H 8.730121 15.114369 8.101807 -0.1 0.7 -0.1 0.45
H 11.438467 12.927897 8.464987 -0.1 0.2 0.1 0.36
H 8.964027 15.268775 10.389419 -0.6 -1.3 0.4 -0.21
H 11.792596 18.123562 18.462494 0.3 -0.1 1.2 0.50
H 12.195204 18.212674 14.242333 0.5 0.0 -0.2 0.53
H 10.652571 12.345853 9.906463 -0.4 -0.6 0.5 -0.16
H 6.423427 15.331633 16.048682 -0.1 0.1 -0.3 0.33
H 11.717650 14.303147 18.493873 0.5 -0.5 0.2 0.50
H 13.233839 18.119038 16.533672 -0.3 0.1 -0.1 0.36
H 7.462442 11.124666 10.672834 0.0 0.3 -0.2 0.44
H 13.033513 9.400796 14.059939 0.1 -0.2 0.5 0.41
H 7.916301 13.237761 6.890919 -0.4 -0.4 -0.6 0.41
H 13.029227 17.259182 9.298787 -0.5 -0.6 0.4 0.30
H 7.112327 11.226584 8.205849 0.2 -0.3 0.5 0.37
H 9.231957 18.183237 18.244783 1.7 -0.1 -1.9 0.13
H 7.944380 18.993917 14.840331 -0.7 0.2 -0.1 0.42
H 12.396122 15.065914 8.333754 0.5 -0.5 -2.2 0.56
H 10.859061 9.569366 10.343834 -0.2 0.1 1.0 0.31
H 6.340960 17.311143 14.980917 -0.8 0.2 -0.5 0.06
H 11.147016 13.999004 12.389249 -0.2 -0.4 -1.2 -0.16
H 11.573848 16.119838 13.000570 -0.2 0.3 -0.7 -0.09
H 8.217910 8.757153 14.873481 0.4 -0.6 0.0 0.37
H 13.044610 9.317977 11.796009 0.0 0.2 -0.9 0.39
H 8.684178 9.690197 11.755574 0.1 -0.1 -0.5 0.50
H 12.478620 12.280290 9.704020 -0.5 -0.4 0.2 0.44
```
Forces are in eV/Å.

* molecular weight: 1333.73 g/mol
* total charge: -1
* LUMO: 1.937 eV



C32H29N7O6S2Sn | ωB97M-V/def2-TZVPD

```
77
Properties=species:S:1:pos:R:3:forces:R:3:mulliken_charge:R:1
Sn 0.816530 0.778745 0.440143 -0.2 -1.0 -0.2 1.63
S 1.632601 -1.452946 -0.823650 0.3 0.0 0.2 -0.24
S 2.375846 -0.181775 2.061163 0.0 0.1 0.0 -0.60
O -0.914456 -0.486620 0.365709 -0.2 0.0 -0.2 -0.58
O -2.930791 -0.732952 -0.611027 0.0 0.0 0.1 -0.74
O 1.045270 4.898524 0.415807 -0.2 -0.1 -0.1 -0.70
O 1.514402 2.726254 0.708496 -0.2 0.1 0.3 -0.65
O -3.778081 4.338730 -1.593880 0.0 0.0 0.0 -0.58
O 1.252229 1.365570 -1.560251 0.2 0.0 0.0 -0.86
N 1.145650 -2.472032 -3.207818 0.1 0.0 0.1 0.18
N 0.181056 0.301766 3.681663 -0.2 -0.3 -0.3 -1.28
N 0.541187 -0.293724 -3.050219 0.1 -0.1 0.0 -0.05
N 2.113308 -2.603154 3.736535 0.0 0.1 0.1 0.27
N 1.243475 -1.654954 4.040000 0.1 0.1 -0.1 -0.57
N -0.860957 2.012627 -0.052920 0.0 0.3 -0.1 1.05
N -0.270337 0.968916 2.741216 0.3 0.6 0.4 1.17
C -1.203690 1.976457 3.175813 0.0 0.0 0.0 0.04
C -1.984753 -0.074148 -0.244358 0.1 0.3 -0.1 0.67
C 0.302353 3.329800 -3.218007 0.1 0.0 0.0 -0.44
C 1.625700 -3.755775 -2.700356 0.0 0.0 0.0 -1.02
C -1.193672 3.977684 -4.982517 0.0 0.0 0.0 -0.40
C -0.810660 -2.862419 -4.661299 0.0 0.0 0.0 -1.12
C -1.480299 2.639315 -5.227587 0.0 0.0 0.0 -0.73
C 1.093009 -1.377259 -2.444856 -0.3 0.2 0.0 0.33
C 1.459673 -3.946536 5.660554 0.0 0.0 0.0 -0.36
C 0.009947 1.989307 -3.450998 0.1 0.0 -0.1 0.70
C 0.742956 3.728139 0.373437 0.4 -0.1 0.0 0.17
C -3.318138 3.088187 3.013662 0.0 0.0 -0.1 -0.70
C -0.874734 1.649219 -4.473551 -0.1 0.0 0.1 -0.30
C 0.656517 -2.469044 -4.590602 0.0 0.1 0.0 -0.65
C -2.927544 3.978883 4.002374 0.0 0.0 0.0 -0.55
C 1.549392 -5.145877 6.348639 0.0 0.0 0.0 -0.47
C 2.963315 -4.826448 3.991386 0.0 0.0 0.0 -0.51
C 2.337953 -6.185678 5.875825 0.0 0.0 0.0 -0.55
C -0.631296 3.313483 -0.124887 -0.2 0.0 0.1 0.09
C 3.046607 -6.015916 4.694749 0.0 0.0 0.0 -0.50
C -0.295718 4.321111 -3.982702 0.0 0.0 0.0 -0.86
C -2.992518 2.214308 -1.004889 0.0 -0.1 0.0 -1.27
C 3.140860 -3.881223 -2.768537 0.0 0.0 0.0 -1.06
C -2.456855 2.087639 2.590132 0.0 -0.1 0.1 -0.07
C 2.167325 -3.790645 4.473078 0.0 0.0 0.0 0.61
C 1.210707 -0.593605 3.320800 0.0 0.0 0.1 0.50
C -1.591417 4.163006 -0.618741 -0.1 0.0 0.0 -0.52
C -0.814466 2.848819 4.185809 0.0 0.0 -0.1 -0.21
C -1.983234 1.446764 -0.475076 0.2 -0.2 0.1 -0.14
C -2.786516 3.595686 -1.072584 0.0 0.0 0.0 0.63
C -1.677442 3.852444 4.591404 0.0 0.0 0.0 -0.64
C 0.657518 0.932042 -2.608792 -0.2 0.1 -0.1 -0.15
H 1.025859 3.585100 -2.454072 0.0 0.0 0.0 0.58
H 3.450267 -4.863624 -2.409939 0.0 0.0 0.0 0.39
H 0.804483 -1.478269 -5.007765 0.0 0.0 0.0 0.42
H -0.984822 -3.836342 -4.201312 0.0 0.0 0.0 0.40
H -3.908210 1.757708 -1.351640 0.0 0.0 0.0 0.65
H -1.394722 5.226470 -0.664689 0.0 0.0 0.0 0.56
H 2.673331 -2.509310 2.897454 0.0 0.0 -0.1 0.23
H -1.370549 4.539089 5.369156 0.0 0.0 0.0 0.38
H -0.051857 5.360740 -3.803234 0.0 0.0 0.0 0.48
H -1.092883 0.605040 -4.649170 0.0 0.0 0.0 0.50
H 3.667891 -6.816154 4.313762 0.0 0.0 0.0 0.35
H 1.283138 -3.166716 -5.149081 0.0 0.0 0.0 0.45
H 3.512153 -4.696496 3.065549 0.0 0.0 0.0 0.35
H -1.419490 -2.126162 -4.135909 0.0 0.0 0.0 0.23
H 0.848756 -3.134742 6.027357 0.0 0.0 0.0 0.40
H 0.168831 2.748074 4.623531 0.0 0.0 0.0 0.44
H -2.172642 2.369376 -6.014508 0.0 0.0 0.0 0.43
H 1.264634 -3.889957 -1.681337 0.0 0.0 0.0 0.57
H -1.140794 -2.914456 -5.699536 0.0 0.0 0.0 0.37
H -1.663363 4.749510 -5.579029 0.0 0.0 0.0 0.41
H -4.302287 3.165283 2.569636 0.0 0.0 0.0 0.45
H 0.996949 -5.265093 7.271867 0.0 0.0 0.0 0.35
H -3.528089 5.268985 -1.604964 0.0 0.0 0.0 0.32
H 3.493792 -3.766957 -3.794917 0.0 0.0 0.0 0.31
H -3.597394 4.768067 4.317077 0.0 0.0 0.0 0.41
H 3.619173 -3.122211 -2.151630 0.0 0.0 0.0 0.30
H -2.785557 1.365735 1.857775 0.0 0.0 0.0 0.48
H 1.159360 -4.524254 -3.317618 0.0 0.0 0.0 0.41
H 2.396248 -7.119137 6.418902 0.0 0.0 0.0 0.37
```
Forces are in eV/Å.

* molecular weight: 790.47 g/mol
* LUMO: -0.584 eV



C32H29N9O2S6Sr | ωB97M-V/def2-TZVPD

```
79
Properties=species:S:1:pos:R:3:forces:R:3:mulliken_charge:R:1
Sr -1.176061 -0.760670 -0.992183 0.2 0.6 0.7 1.72
S 1.325397 -2.437375 -0.695422 0.0 0.0 0.0 -0.29
S 4.447273 4.707850 4.014490 0.0 0.0 0.0 -0.44
S 2.829274 1.493493 -2.209037 0.0 0.0 0.0 -0.29
S 0.817695 -5.258076 2.370258 0.0 0.0 0.0 -0.32
S -2.064050 -1.998481 1.587790 0.1 0.1 0.0 -0.35
S 5.463177 1.397277 -0.761834 0.0 0.0 0.0 -0.19
O -1.827105 -0.634545 -5.537008 0.0 0.0 0.0 -0.82
O -1.267866 -5.144892 -0.378204 0.0 0.0 0.0 -0.79
N 0.877481 2.074226 0.948796 0.0 0.2 -0.1 0.39
N 4.198886 2.205595 4.701371 -0.1 0.0 0.1 -0.27
N -1.048009 1.309021 -2.651956 -0.1 0.0 -0.1 0.30
N -2.062733 -1.187931 -3.274270 0.0 -0.2 -0.2 -0.22
N 3.562752 -0.242845 -0.302424 0.0 -0.1 0.1 0.49
N 1.185483 -1.898141 1.841853 0.0 -0.1 0.0 -0.42
N -2.247500 1.344599 0.527000 -0.1 0.0 -0.1 0.71
N -3.292072 3.147435 1.250491 0.0 0.0 0.0 0.22
N -1.772391 -3.067139 -1.268562 0.0 -0.2 -0.1 0.41
C -2.130968 1.404245 1.894159 -0.1 0.0 0.0 -0.74
C 2.806789 2.794121 2.842915 0.0 0.0 0.0 0.92
C 3.816076 0.796018 -1.080479 0.0 0.0 0.0 0.16
C 1.543374 1.150144 1.631150 -0.2 0.0 0.0 -0.69
C -0.798058 -3.218851 1.001715 0.0 -0.1 0.0 1.74
C 0.823997 -1.903717 3.172419 0.0 0.0 0.0 -0.12
C 0.274527 -2.870241 3.913150 0.0 0.0 0.0 -0.81
C 2.123166 3.759820 2.109941 0.0 0.1 0.0 -0.78
C -2.977039 -4.736587 -2.624234 0.0 0.0 0.0 -0.76
C -0.580009 2.522584 -2.359190 0.1 0.0 0.0 -0.35
C -4.020659 4.391862 1.227195 0.0 0.0 0.0 -0.94
C 3.811334 3.186563 3.871285 0.1 0.0 0.0 0.21
C -0.489302 3.130473 -4.652701 0.0 0.0 0.0 -0.32
C -1.761313 -0.420953 -4.310935 -0.1 -0.1 0.0 -0.03
C -0.294354 3.473556 -3.320922 0.0 0.0 0.0 -0.79
C -1.313044 -3.909288 -0.338174 0.0 -0.1 0.0 -0.65
C -2.414457 -3.463135 -2.431091 0.0 0.0 0.0 0.03
C -2.599384 -2.488864 -3.465547 -0.2 -0.1 0.1 -0.20
C -2.945527 2.393749 0.178874 0.1 0.0 0.0 -0.68
C -0.243200 -4.151786 3.414827 0.0 0.0 0.0 -0.49
C 1.174263 3.350085 1.190052 0.1 -0.1 0.0 -0.50
C -0.958088 1.868768 -4.962225 0.0 0.0 0.0 -0.46
C 4.658304 -0.803610 0.461099 0.0 0.0 0.0 -0.57
C 5.633896 0.342365 0.707270 0.0 0.0 0.0 -0.36
C -3.396641 -2.816820 -4.563000 0.1 0.0 -0.1 -0.35
C 2.503919 1.463393 2.583773 0.1 0.0 0.0 -0.24
C -1.236935 0.971411 -3.931494 0.0 0.0 0.0 0.35
C -2.766879 2.516160 2.358665 0.0 0.0 0.0 -0.86
C -3.973930 -4.072825 -4.707672 0.0 0.0 0.0 -0.62
C -3.747040 -5.036270 -3.738415 0.0 0.0 0.0 -0.54
C -0.731585 -4.339925 2.034699 0.0 0.0 0.0 -0.82
C 0.572158 -2.509190 0.871918 0.1 -0.1 0.1 -0.52
H -3.222056 2.660369 -0.830169 0.0 0.0 0.0 0.41
H -3.535815 -2.069242 -5.329312 0.0 0.0 0.0 0.36
H -4.516205 4.495306 0.263786 0.0 0.0 0.0 0.31
H -4.779833 4.397677 2.009015 0.0 0.0 0.0 0.34
H 0.168032 -2.687485 4.977278 0.0 0.0 0.0 0.27
H -0.782428 -4.722232 4.162593 0.0 0.0 0.0 0.52
H 3.706254 1.329551 4.742701 0.0 0.0 0.0 0.19
H -2.907526 2.905999 3.352002 0.0 0.0 0.0 0.45
H -4.580654 -4.291270 -5.580383 0.0 0.0 0.0 0.35
H -1.116275 1.526378 -5.974336 0.0 0.0 0.0 0.50
H -1.640157 0.608741 2.434213 0.0 0.0 0.0 0.38
H 3.001553 0.633684 3.070852 0.0 0.0 0.0 0.20
H 1.303804 0.105383 1.439620 0.1 0.0 0.0 0.11
H 4.830235 2.446327 5.445501 0.0 0.0 0.0 0.20
H 5.135783 -1.605892 -0.111408 0.0 0.0 0.0 0.43
H -2.800449 -5.479109 -1.862210 0.0 0.0 0.0 0.43
H 6.660839 -0.003940 0.806930 0.0 0.0 0.0 0.43
H 5.362195 0.920190 1.589846 0.0 0.0 0.1 0.08
H 2.331671 4.807781 2.272279 0.0 0.0 0.0 0.37
H 0.098472 4.439838 -3.033025 0.0 0.0 0.0 0.41
H 4.267115 -1.236995 1.383442 0.0 0.0 0.0 0.21
H 1.132581 -0.996614 3.696118 0.0 0.0 0.0 0.04
H 0.622056 4.087973 0.616221 0.0 0.0 0.0 0.37
H 2.705966 -0.844823 -0.399982 0.0 0.1 -0.2 -0.48
H -0.262231 3.840090 -5.440283 0.0 0.0 0.0 0.38
H -0.404183 2.714310 -1.305190 0.0 0.0 0.0 0.30
H -3.355297 5.244848 1.373265 0.0 0.0 0.0 0.30
H -4.172113 -6.030215 -3.840692 0.0 0.0 0.0 0.34
H -1.564370 -5.019284 1.921157 0.0 0.0 0.0 0.74
```
Forces are in eV/Å.

* molecular weight: 851.67 g/mol
* total charge: -2
* LUMO: 3.010 eV



| no. | HOMO energy (eV) |
| --- | --- |
| 1 | -4.51 |
| 2 | -7.75 |
| 3 | -1.10 |